1.
Entry from the OMol25 dataset: a 14-piece molecular cluster, C33H84O14 overall (wB97M-V/def2-TZVPD).

Values from the calculation:
Kohn-Sham gap	9.59	eV

Structure (ORCA input):
```
! wB97M-V def2-TZVPD RIJCOSX def2/J DEFGRID3
* xyz 0 1
C -18.403 -11.386 -17.551
C -18.511 -12.891 -17.773
O -18.345 -13.583 -16.480
H -17.508 -11.305 -16.910
H -19.274 -10.983 -17.028
H -18.278 -10.917 -18.548
H -17.770 -13.151 -18.517
H -19.540 -13.142 -18.064
H -18.631 -14.449 -16.671
C -21.000 -3.091 -14.757
C -20.579 -3.549 -13.401
O -19.768 -2.553 -12.849
H -21.713 -2.254 -14.703
H -21.491 -3.933 -15.240
H -20.138 -2.789 -15.375
H -19.952 -4.497 -13.494
H -21.410 -3.763 -12.732
H -19.265 -2.930 -12.098
C -12.544 -4.737 -14.546
C -11.198 -4.931 -15.338
O -10.154 -5.209 -14.345
H -12.303 -4.061 -13.705
H -12.869 -5.711 -14.063
H -13.418 -4.332 -15.090
H -10.952 -4.073 -15.928
H -11.211 -5.821 -15.981
H -9.352 -5.480 -14.861
C -17.603 -8.879 -10.709
C -17.363 -9.549 -9.374
O -18.570 -9.478 -8.634
H -16.762 -9.160 -11.393
H -17.841 -7.814 -10.740
H -18.509 -9.240 -11.141
H -16.545 -8.980 -8.896
H -17.151 -10.606 -9.418
H -18.471 -9.780 -7.714
C -15.941 -11.298 -13.924
C -17.205 -12.098 -13.744
O -17.038 -13.426 -14.241
H -16.138 -10.290 -13.552
H -15.792 -11.210 -14.994
H -14.986 -11.742 -13.550
H -18.012 -11.552 -14.211
H -17.382 -12.148 -12.696
H -17.232 -13.380 -15.191
C -16.713 -1.935 -14.037
C -17.729 -1.144 -14.940
O -18.718 -0.429 -14.209
H -16.374 -1.246 -13.274
H -15.932 -2.286 -14.668
H -17.191 -2.812 -13.665
H -18.067 -1.758 -15.833
H -17.133 -0.377 -15.398
H -19.222 -1.144 -13.766
C -13.493 -9.107 -15.552
C -12.269 -9.443 -16.437
O -12.071 -8.244 -17.261
H -13.315 -8.096 -15.162
H -13.631 -9.821 -14.732
H -14.344 -9.054 -16.221
H -12.498 -10.368 -17.040
H -11.402 -9.610 -15.824
H -11.140 -8.111 -17.376
C -14.731 -6.315 -17.752
C -14.679 -4.973 -18.503
O -13.531 -4.142 -18.144
H -13.795 -6.852 -17.985
H -15.594 -6.946 -18.054
H -14.671 -6.155 -16.663
H -15.572 -4.336 -18.337
H -14.650 -5.151 -19.590
H -12.711 -4.578 -18.496
C -20.322 -5.490 -9.855
C -19.430 -4.311 -9.389
O -18.474 -4.057 -10.414
H -20.803 -5.258 -10.805
H -21.081 -5.637 -9.130
H -19.671 -6.342 -9.964
H -18.953 -4.496 -8.454
H -20.074 -3.414 -9.185
H -18.003 -3.295 -10.112
C -21.481 -7.086 -13.364
C -22.163 -8.279 -14.013
O -22.090 -8.563 -15.199
C -22.983 -9.089 -13.073
H -20.649 -7.556 -12.817
H -22.159 -6.584 -12.661
H -21.162 -6.385 -14.112
H -23.158 -10.089 -13.427
H -23.946 -8.525 -12.905
H -22.526 -9.085 -12.070
C -20.700 -12.024 -14.266
C -20.154 -11.188 -13.116
O -19.655 -10.141 -13.328
C -20.309 -11.600 -11.680
H -20.744 -11.400 -15.203
H -21.639 -12.565 -14.169
H -19.884 -12.782 -14.472
H -20.109 -12.689 -11.617
H -21.321 -11.353 -11.267
H -19.644 -11.070 -11.011
C -17.170 -5.947 -12.833
C -16.668 -7.039 -13.750
O -15.581 -7.539 -13.508
C -17.478 -7.480 -14.905
H -16.911 -5.027 -13.330
H -16.657 -6.008 -11.914
H -18.248 -5.913 -12.648
H -17.920 -6.641 -15.447
H -18.324 -7.987 -14.525
H -16.863 -8.056 -15.591
C -13.985 -4.722 -11.196
C -13.557 -5.701 -10.060
O -12.594 -5.451 -9.358
C -14.443 -6.879 -9.920
H -14.989 -4.475 -10.951
H -13.879 -5.304 -12.113
H -13.245 -3.923 -11.189
H -15.480 -6.594 -9.662
H -14.091 -7.585 -9.168
H -14.459 -7.348 -10.880
C -21.225 -4.460 -18.229
C -19.909 -4.736 -17.568
O -19.836 -5.431 -16.601
C -18.602 -4.264 -18.236
H -21.174 -4.696 -19.291
H -21.479 -3.415 -18.148
H -22.029 -5.001 -17.748
H -18.414 -3.188 -18.232
H -18.560 -4.685 -19.255
H -17.792 -4.700 -17.675
*
```



2.
Entry from the OMol25 dataset: a 8-piece molecular cluster, C33H85N3O11 overall (wB97M-V/def2-TZVPD).

Values from the calculation:
Kohn-Sham gap	9.43	eV
SMILES	COCCNCCOC.COCCNCCOC.COCCNCCOC.CC(C)O.CC(C)O.CC(C)O.CC(C)O.CC(C)O
ΔE to the lowest compared entry with this formula, charge and spin	5.5519	eV

Structure (ORCA input):
```
! wB97M-V def2-TZVPD RIJCOSX def2/J DEFGRID3
* xyz 0 1
C -0.949 -22.097 -1.297
O -0.807 -23.400 -2.035
C 0.410 -24.120 -1.819
C 0.010 -25.557 -2.320
N 1.228 -26.399 -2.370
C 1.014 -27.785 -2.897
C 0.394 -27.877 -4.332
O 0.792 -29.059 -4.963
C 0.419 -29.062 -6.329
H -1.990 -21.789 -1.397
H -0.296 -21.241 -1.465
H -0.841 -22.235 -0.221
H 0.794 -24.121 -0.799
H 1.247 -23.773 -2.425
H -0.513 -25.484 -3.274
H -0.592 -25.940 -1.496
H 1.811 -25.915 -3.037
H 0.470 -28.332 -2.127
H 1.972 -28.304 -2.940
H 0.689 -26.999 -4.907
H -0.687 -27.844 -4.203
H -0.583 -28.854 -6.704
H 0.925 -29.935 -6.742
H 1.107 -28.370 -6.815
C 5.571 -32.336 -2.385
O 6.182 -31.866 -1.131
C 5.358 -31.888 0.034
C 6.195 -31.359 1.158
N 6.302 -29.959 0.950
C 7.372 -29.404 1.776
C 8.545 -28.682 1.097
O 8.902 -29.464 -0.018
C 9.685 -28.856 -0.973
H 4.789 -31.611 -2.614
H 5.216 -33.366 -2.403
H 6.274 -32.204 -3.207
H 5.090 -32.941 0.118
H 4.424 -31.335 -0.066
H 7.163 -31.859 1.165
H 5.654 -31.537 2.087
H 6.839 -29.960 0.095
H 7.868 -30.053 2.498
H 6.750 -28.721 2.354
H 9.346 -28.702 1.835
H 8.137 -27.680 0.961
H 9.779 -29.589 -1.774
H 10.586 -28.517 -0.461
H 9.107 -28.058 -1.439
C -3.407 -34.836 -5.312
O -4.759 -35.084 -4.947
C -4.908 -36.360 -4.223
C -6.430 -36.570 -3.707
N -6.781 -35.318 -2.960
C -6.629 -35.396 -1.481
C -5.376 -35.671 -0.772
O -4.660 -34.496 -0.382
C -3.337 -34.704 -0.041
H -3.256 -33.983 -5.974
H -3.013 -35.763 -5.728
H -2.897 -34.588 -4.381
H -4.194 -36.469 -3.407
H -4.522 -37.157 -4.857
H -6.640 -37.462 -3.117
H -7.066 -36.560 -4.591
H -6.126 -34.638 -3.321
H -7.259 -36.241 -1.201
H -7.197 -34.573 -1.046
H -4.658 -36.133 -1.448
H -5.596 -36.086 0.212
H -3.155 -33.734 0.422
H -2.667 -34.826 -0.892
H -3.369 -35.501 0.702
C -3.227 -30.843 -0.500
C -2.846 -30.955 -2.050
C -4.051 -31.232 -3.072
O -2.026 -29.921 -2.552
H -2.323 -30.614 0.064
H -3.640 -31.756 -0.073
H -3.832 -29.943 -0.387
H -2.207 -31.835 -1.983
H -4.820 -31.796 -2.545
H -3.792 -31.874 -3.914
H -4.605 -30.401 -3.509
H -2.604 -29.268 -2.952
C 3.941 -26.930 2.002
C 3.318 -28.191 1.692
C 3.273 -28.475 0.234
O 4.014 -29.261 2.263
H 3.247 -26.119 1.781
H 4.903 -26.834 1.497
H 4.141 -26.878 3.072
H 2.351 -28.348 2.171
H 2.866 -29.382 -0.212
H 4.282 -28.369 -0.166
H 2.727 -27.669 -0.258
H 4.840 -29.372 1.787
C 1.663 -32.116 -2.021
C 1.460 -32.691 -3.441
C 0.004 -32.747 -4.080
O 2.284 -32.083 -4.373
H 1.482 -31.041 -2.010
H 2.670 -32.215 -1.614
H 0.996 -32.591 -1.302
H 1.779 -33.732 -3.379
H -0.003 -33.098 -5.112
H -0.446 -31.757 -4.150
H -0.746 -33.252 -3.472
H 2.074 -31.155 -4.245
C 1.716 -30.774 -9.863
C 0.514 -31.598 -9.841
C 0.139 -32.214 -8.499
O -0.604 -30.810 -10.375
H 2.618 -31.387 -9.868
H 1.718 -30.080 -9.022
H 1.807 -30.105 -10.718
H 0.592 -32.424 -10.547
H -0.525 -33.051 -8.714
H -0.190 -31.565 -7.687
H 0.907 -32.709 -7.905
H -0.388 -30.550 -11.273
C 4.413 -35.396 -4.037
C 3.914 -35.646 -5.537
C 4.161 -34.335 -6.367
O 4.655 -36.627 -6.129
H 4.315 -36.296 -3.430
H 3.746 -34.589 -3.732
H 5.429 -35.012 -3.943
H 2.847 -35.866 -5.499
H 3.579 -33.501 -5.975
H 3.752 -34.628 -7.334
H 5.243 -34.212 -6.406
H 4.164 -36.917 -6.900
*
```



3.
Entry from the OMol25 dataset: a 21-piece molecular cluster, C33H88N2O20S2 overall (wB97M-V/def2-TZVPD).

Values from the calculation:
Kohn-Sham gap	6.51	eV

Structure (ORCA input):
```
! wB97M-V def2-TZVPD RIJCOSX def2/J DEFGRID3
* xyz 0 1
S -8.766 2.239 -0.747
C -8.246 1.601 -2.274
N -7.823 0.624 -3.184
C -6.340 0.331 -2.977
C -5.560 -0.320 -4.305
C -3.953 -0.630 -4.198
C -3.194 -0.298 -2.784
C -3.936 0.328 -1.428
C -5.558 0.635 -1.543
N -3.221 0.607 -0.118
C -1.900 1.320 -0.321
C -1.591 2.580 0.735
C -0.155 3.401 0.601
C 0.878 2.950 -0.593
C 0.613 1.705 -1.656
C -0.792 0.876 -1.491
S -1.317 -0.594 -2.585
H -6.130 -0.542 -5.311
H -3.400 -1.090 -5.147
H -6.083 1.072 -0.593
H -2.959 -0.304 0.366
H -2.366 2.878 1.593
H 0.150 4.284 1.319
H 1.898 3.540 -0.732
H 1.367 1.397 -2.498
C 2.553 5.614 3.151
O 2.554 4.393 2.433
H 1.653 6.177 2.891
H 2.555 5.407 4.224
H 3.436 6.198 2.880
H 3.364 3.916 2.684
C -6.127 -1.322 1.749
O -5.346 -0.237 2.214
H -6.183 -2.081 2.532
H -7.134 -0.972 1.511
H -5.660 -1.753 0.860
H -5.314 0.420 1.498
C -5.901 -4.398 4.655
O -6.908 -3.646 4.003
H -4.924 -3.987 4.389
H -6.039 -4.332 5.737
H -5.956 -5.440 4.332
H -7.763 -4.033 4.257
C 3.879 0.469 -4.676
O 3.831 1.055 -3.388
H 2.895 0.060 -4.917
H 4.145 1.230 -5.414
H 4.618 -0.336 -4.683
H 4.717 1.410 -3.202
C -7.743 -8.195 3.389
O -7.210 -6.920 3.078
H -7.598 -8.391 4.454
H -8.811 -8.210 3.160
H -7.223 -8.959 2.806
H -7.353 -6.774 2.128
C 8.090 2.618 -2.566
O 7.071 2.261 -3.482
H 8.012 3.685 -2.347
H 7.966 2.048 -1.642
H 9.068 2.409 -3.008
H 7.165 1.309 -3.658
C -9.511 -2.586 -1.841
O -9.887 -1.262 -1.509
H -10.070 -3.282 -1.213
H -9.742 -2.779 -2.891
H -8.440 -2.716 -1.662
H -9.375 -0.667 -2.082
C -5.384 4.066 -4.832
O -4.519 2.949 -4.740
H -5.127 4.641 -5.725
H -6.419 3.721 -4.909
H -5.263 4.696 -3.948
H -4.771 2.458 -3.939
C 3.721 4.391 6.980
O 2.713 5.142 6.328
H 4.698 4.801 6.714
H 3.583 4.456 8.062
H 3.666 3.348 6.656
H 1.858 4.755 6.582
C 11.156 0.704 -1.756
O 10.137 0.348 -2.672
H 11.078 1.772 -1.537
H 11.032 0.134 -0.832
H 12.133 0.496 -2.198
H 10.231 -0.604 -2.848
C 12.822 -1.492 -4.863
O 13.603 -0.407 -4.397
H 12.766 -2.252 -4.079
H 11.815 -1.142 -5.101
H 13.289 -1.923 -5.752
H 13.635 0.250 -5.113
C -1.407 0.348 -7.352
O -1.541 0.320 -5.943
H -0.838 -0.528 -7.673
H -2.397 0.326 -7.814
H -0.875 1.255 -7.650
H -2.050 1.108 -5.688
C -6.908 -11.049 5.840
O -6.815 -11.008 4.428
H -7.962 -11.041 6.127
H -6.439 -11.964 6.210
H -6.410 -10.174 6.264
H -5.869 -11.016 4.203
C 10.394 1.396 2.380
O 10.105 0.551 1.282
H 11.471 1.575 2.417
H 9.872 2.348 2.256
H 10.075 0.912 3.307
H 9.143 0.410 1.275
C -3.820 -6.472 6.844
O -4.600 -7.555 7.316
H -2.827 -6.525 7.297
H -3.726 -6.536 5.757
H -4.295 -5.529 7.124
H -5.475 -7.481 6.897
C 0.988 -2.941 -9.099
O 0.153 -2.180 -9.952
H 0.717 -2.736 -8.061
H 0.849 -4.005 -9.306
H 2.031 -2.660 -9.263
H 0.417 -2.382 -10.866
C 1.491 9.253 4.236
O 2.356 8.136 4.328
H 1.748 9.828 3.343
H 0.457 8.908 4.160
H 1.612 9.883 5.120
H 2.104 7.645 5.129
C 4.730 11.299 3.524
O 3.711 10.942 2.608
H 4.652 12.366 3.744
H 4.606 10.729 4.448
H 5.707 11.090 3.082
H 3.805 9.990 2.432
C -8.313 -6.006 -4.129
O -8.258 -5.117 -3.029
H -9.342 -6.352 -4.256
H -7.992 -5.487 -5.035
H -7.664 -6.864 -3.938
H -7.334 -4.828 -2.942
C 9.437 -0.671 6.023
O 8.430 0.080 5.371
H 10.414 -0.261 5.757
H 9.299 -0.606 7.105
H 9.382 -1.714 5.700
H 7.575 -0.307 5.625
*
```



Let's list strongest force on any atom in order: 3.312 3.895 7.762 eV/Å.
Let's list HOMO level in order: -9.13 -8.88 -7.66 eV.